Record 1
Density functional theory data (ωB97M-V/def2-TZVPD) for a molecular structure, C20H53N5O8Si2.

Its orbital gap is 8.96 eV. The HOMO energy is -8.7459 eV. As for the LUMO energy: 0.22 eV. As for the molar mass: 547.84 g mol⁻¹.

Positions of all 88 atoms, in Å:
C  1.7998  -0.1629  5.1161
C  2.4015  1.0765  4.4785
C  1.3616  2.0029  3.8701
N  0.5787  1.3426  2.8054
Si  1.1307  1.5245  1.1546
N  2.6647  2.3263  0.9808
O  1.0865  0.0614  0.3906
Si  2.3692  -0.9876  0.3950
C  2.7894  -1.5762  -1.3251
C  4.3087  -1.7868  -1.3810
O  4.8794  -0.6207  -1.9278
C  6.3016  -0.6137  -1.8816
C  6.8381  0.2098  -3.0481
C  2.0029  -2.5676  1.3979
O  2.3618  -2.5928  2.7956
N  3.7270  -2.2579  2.9576
O  4.2782  -3.0682  3.5788
H  1.3061  -0.8075  4.3974
H  2.5965  -0.7467  5.5794
H  1.1132  0.0971  5.9208
H  3.1739  0.8016  3.7551
H  2.9157  1.6445  5.2579
H  1.8324  2.9408  3.5608
H  0.6694  2.2650  4.6719
H  -0.3482  1.7575  2.8388
H  0.1390  2.3760  0.4621
H  3.3305  1.9888  1.6708
H  2.5301  3.3076  1.2049
H  3.5643  -0.3317  0.9556
H  2.2837  -2.5060  -1.5693
H  2.5386  -0.8265  -2.0708
H  4.7135  -1.9143  -0.3645
H  4.5799  -2.6803  -1.9509
H  6.5940  -0.1579  -0.9327
H  6.6917  -1.6323  -1.8973
H  7.5153  -0.3608  -3.6752
H  7.2923  1.1329  -2.7032
H  5.9890  0.4905  -3.6677
H  2.5355  -3.3906  0.9113
H  0.9470  -2.8199  1.3569
C  -2.8410  2.8882  4.4316
O  -2.4149  3.3799  3.1737
C  -3.1832  2.8969  2.0732
C  -3.9997  4.0083  1.4539
N  -5.0801  4.4258  2.3370
C  -5.7817  5.6316  1.9084
C  -4.9970  6.9375  1.8621
O  -4.5910  7.4145  3.1300
C  -3.3647  6.9025  3.6141
H  -2.1046  3.2037  5.1693
H  -3.8164  3.2922  4.7216
H  -2.8932  1.7954  4.4336
H  -3.8195  2.0580  2.3676
H  -2.4735  2.5323  1.3244
H  -4.4284  3.6517  0.5129
H  -3.3089  4.8310  1.2219
H  -4.7040  4.5846  3.2626
H  -6.6200  5.7767  2.5938
H  -6.2108  5.4482  0.9181
H  -5.6660  7.7018  1.4583
H  -4.1384  6.8840  1.1816
H  -2.6696  6.6781  2.8006
H  -3.5089  6.0043  4.2221
H  -2.9191  7.6657  4.2520
C  -1.8075  -7.3591  -4.1707
O  -1.2530  -6.6433  -5.2557
C  -2.1951  -5.8839  -6.0028
C  -1.9694  -4.4002  -5.8168
N  -2.3230  -3.9775  -4.4689
C  -1.9365  -2.6088  -4.1416
C  -0.4505  -2.2725  -4.1118
O  0.2668  -2.9076  -3.0698
C  0.7405  -4.2082  -3.3633
H  -1.0243  -8.0013  -3.7721
H  -2.1532  -6.6944  -3.3712
H  -2.6429  -7.9868  -4.4952
H  -3.2197  -6.1592  -5.7371
H  -2.0441  -6.1289  -7.0579
H  -2.5893  -3.8534  -6.5334
H  -0.9162  -4.1972  -6.0569
H  -1.8865  -4.6032  -3.8045
H  -2.3426  -2.3874  -3.1518
H  -2.4316  -1.9320  -4.8452
H  -0.3660  -1.2002  -3.9166
H  0.0398  -2.4526  -5.0761
H  0.9721  -4.3269  -4.4247
H  0.0277  -4.9808  -3.0604
H  1.6558  -4.3648  -2.7898

Calculated atomic charges, method Mulliken, unit e: -1.209 -0.306 -0.481 -0.241 0.212 -0.643 -0.160 0.188 0.509 -0.826 -0.316 -0.337 -1.054 -0.477 -0.292 0.344 -0.406 0.219 0.360 0.381 0.176 0.337 0.312 0.411 0.156 -0.345 0.314 0.290 -0.135 -0.482 0.508 0.359 0.396 0.291 0.335 0.306 0.296 0.299 0.370 0.343 -0.883 -0.276 -0.750 -0.307 -0.308 -0.691 -0.467 -0.432 -0.517 0.241 0.391 0.370 0.442 0.333 0.382 0.189 0.082 0.372 0.398 0.351 0.341 0.278 0.142 0.327 -0.719 -0.345 -0.806 -0.208 -0.311 -0.802 -0.530 -0.323 -0.570 0.239 0.300 0.346 0.401 0.395 0.392 0.174 0.085 0.403 0.421 0.365 0.358 0.292 0.127 0.304



Record 2
Density functional theory data (ωB97M-V/def2-TZVPD) for 4 unconnected molecules or ions with the total composition C20H54B2FN4O17P4S.

As for the total charge: +1. Its orbital gap is 7.70 eV. The HOMO energy is -10.8864 eV. As for the LUMO energy: -3.19 eV. As for the molar mass: 819.25 g mol⁻¹.

Positions of all 103 atoms, in Å:
C  1.5934  1.3967  5.5515
C  0.3555  0.6646  5.0298
S  -0.9982  1.8840  4.9179
C  -2.4700  0.8370  4.7682
N  -3.4369  1.0828  3.6893
C  -4.7157  1.3512  4.1834
N  -5.4779  0.4121  4.6283
O  -5.0833  -0.8980  4.6497
B  -6.8993  0.7654  5.1195
O  -7.0799  0.7827  6.4575
C  -7.9842  1.0148  4.0236
C  -9.2596  1.7429  4.5311
N  -5.2063  2.6496  4.3115
C  -4.7516  3.6106  3.2778
C  -3.3110  3.3424  2.7610
C  -2.8607  4.3473  1.7149
C  -3.0369  5.7889  2.2375
F  -2.4238  5.9331  3.4775
C  -3.1445  1.8291  2.4726
B  -1.8305  1.3607  1.6996
O  -1.5979  0.0563  1.3680
O  -0.7712  2.1958  1.3829
P  -4.6875  1.3404  1.4157
N  -4.3445  -0.0282  0.4643
O  -4.9143  2.5355  0.3181
H  1.3491  2.0155  6.4131
H  2.3215  0.6394  5.8477
H  2.0767  1.9822  4.7700
H  0.5633  0.1904  4.0690
H  0.0644  -0.1260  5.7225
H  -2.1292  -0.2033  4.7549
H  -2.9994  0.9054  5.7238
H  -5.2142  -1.2495  3.7543
H  -7.7599  0.1600  6.7400
H  -8.2299  0.0459  3.5659
H  -7.5199  1.5994  3.2244
H  -10.0879  1.0372  4.5750
H  -9.1215  2.1392  5.5358
H  -9.4867  2.5445  3.8335
H  -4.9027  2.9812  5.2256
H  -5.4686  3.7250  2.4637
H  -4.7567  4.5800  3.7771
H  -2.7064  3.5768  3.6465
H  -3.3933  4.3500  0.7613
H  -1.7978  4.3084  1.4853
H  -4.0802  6.0978  2.2996
H  -2.4784  6.4174  1.5425
H  -2.2481  -0.5185  1.7838
H  -0.0294  1.8517  1.8936
H  -4.5517  0.0668  -0.5219
H  -4.7060  -0.8861  0.8493
H  -5.7385  2.3756  -0.1573
C  -2.9968  -2.2053  -3.2391
O  -3.0425  -0.7993  -3.4838
P  -1.7868  -0.1905  -4.3976
O  -1.7133  -1.2666  -5.4196
O  -0.6947  -0.3597  -3.2022
C  -0.9831  0.1224  -1.8819
O  -0.8520  0.9031  -5.2510
C  -1.0806  2.3151  -5.0554
H  -3.6153  -2.3949  -2.3603
H  -3.4095  -2.7450  -4.0878
H  -1.9810  -2.5445  -3.0405
H  -1.2332  -0.7199  -1.2385
H  -1.8120  0.8315  -1.8765
H  -0.0956  0.6136  -1.4880
H  -0.9044  2.5966  -4.0134
H  -2.0985  2.5819  -5.3437
H  -0.3849  2.8580  -5.6887
C  1.3094  -1.4816  -5.1841
O  2.5096  -2.2675  -5.0557
P  3.8884  -1.4085  -4.8540
O  3.5201  -0.3409  -3.8986
O  3.9317  -0.8796  -6.4023
C  3.6461  -1.7790  -7.4809
O  5.5475  -1.3680  -4.7200
C  6.2778  -2.5934  -4.9459
H  0.5656  -2.1048  -5.6743
H  0.9532  -1.2052  -4.2056
H  1.4792  -0.5933  -5.7893
H  2.6409  -1.5863  -7.8572
H  3.7140  -2.8231  -7.1779
H  4.3628  -1.5955  -8.2801
H  6.1080  -2.9653  -5.9603
H  5.9735  -3.3492  -4.2202
H  7.3369  -2.3891  -4.8147
C  7.5246  -2.3682  -1.3839
O  8.4938  -3.2099  -2.0134
P  8.9349  -4.5431  -1.1524
O  7.6597  -5.0472  -0.6050
O  9.8021  -3.6913  -0.0577
C  10.6775  -2.6397  -0.4864
O  9.8938  -5.8914  -0.9687
C  10.9757  -6.0948  -1.9024
H  7.5988  -1.3832  -1.8437
H  6.5249  -2.7604  -1.5571
H  7.7098  -2.2775  -0.3146
H  10.2126  -1.6745  -0.2824
H  10.9091  -2.7012  -1.5489
H  11.6036  -2.7111  0.0816
H  11.6894  -5.2676  -1.8570
H  10.5925  -6.1948  -2.9188
H  11.4852  -7.0147  -1.6302

Results of the Mulliken charge analysis, in e, for atoms 1 through 99: -1.289 -0.244 -0.209 -0.805 0.766 -0.790 0.557 -0.446 0.195 -0.472 0.014 -1.260 -0.123 -1.541 0.098 -0.881 -0.740 -0.307 -0.133 1.021 -0.664 -0.604 0.028 -0.424 -0.468 0.381 0.385 0.321 0.315 0.406 0.521 0.602 0.366 0.346 0.380 -0.004 0.354 0.339 0.329 0.354 0.157 0.720 0.659 0.285 0.357 0.391 0.418 0.295 0.276 0.170 0.248 0.379 -0.710 -0.399 1.105 -0.690 -0.096 -1.008 -0.218 -0.753 0.220 0.259 0.335 0.348 0.260 0.429 0.308 0.318 0.250 -1.016 -0.462 1.277 -0.708 -0.361 -0.717 -0.287 -0.709 0.406 0.482 0.358 0.252 0.347 0.268 0.355 0.317 0.210 -0.800 -0.343 1.146 -0.683 -0.349 -0.682 -0.290 -0.665 0.282 0.255 0.450 0.251 0.323



Record 3
Density functional theory data (ωB97M-V/def2-TZVPD) for 6 unconnected molecules or ions with the total composition C20H54F3N5O9.

As for the total charge: +2. Its orbital gap is 1.87 eV. The HOMO energy is -7.3288 eV. As for the LUMO energy: -5.46 eV. As for the molar mass: 565.67 g mol⁻¹.

Positions of all 91 atoms, in Å:
C  -3.1669  -8.2192  4.3653
C  -4.3087  -7.6554  5.2246
C  -4.0657  -7.6219  6.7362
O  -3.9271  -8.9372  7.1634
C  -3.8746  -8.9763  8.5977
N  -4.6105  -6.1986  4.8230
H  -4.9999  -6.1537  3.8845
H  -5.3585  -5.8455  5.4204
H  -3.8261  -5.5539  4.9784
H  -3.0140  -9.2839  4.5350
H  -2.2130  -7.7568  4.6210
H  -3.4331  -8.0974  3.3151
H  -5.2496  -8.1332  4.9537
H  -4.9357  -7.2016  7.2660
H  -3.2176  -6.9975  7.0446
H  -3.8234  -9.9923  8.9830
H  -4.8872  -8.6906  8.9039
H  -3.1162  -8.3460  9.0605
C  6.0442  -4.3384  1.6683
C  5.2037  -3.1850  2.3283
C  3.7285  -3.5170  2.2933
O  3.3463  -4.5762  3.1440
C  1.9705  -4.6445  3.5685
N  5.7522  -2.9972  3.7587
H  5.2056  -2.2069  4.1067
H  5.4626  -3.7311  4.4088
H  6.7430  -2.7736  3.7721
H  5.7263  -4.3522  0.6268
H  5.7921  -5.2593  2.1896
H  7.1178  -4.1572  1.6482
H  5.1963  -2.2393  1.7870
H  3.4744  -3.7725  1.2604
H  3.0652  -2.6946  2.5880
H  1.7416  -5.2693  4.4279
H  1.3409  -4.9713  2.7390
H  1.6767  -3.6276  3.8475
C  -1.1819  -4.3206  10.1713
C  -2.6366  -4.8081  10.1062
C  -3.3856  -4.7747  11.4805
O  -4.6361  -5.4113  11.2000
C  -5.6068  -5.4112  12.3001
N  -3.3743  -3.9461  9.1105
H  -3.1829  -2.9523  9.2177
H  -3.0211  -4.1414  8.1595
H  -4.3633  -4.1892  9.1018
H  -0.7159  -4.4437  9.1931
H  -0.5674  -4.9028  10.8588
H  -1.1094  -3.2985  10.5477
H  -2.6505  -5.8380  9.7543
H  -3.5256  -3.7226  11.7413
H  -2.8883  -5.3657  12.2473
H  -6.3324  -4.6193  12.1210
H  -5.3011  -5.3480  13.3446
H  -6.0630  -6.3918  12.1793
C  -3.6399  -1.0573  -1.0385
C  -3.2430  -0.0421  0.0627
C  -3.0381  -0.6954  1.4041
O  -2.1848  -1.8019  1.3109
C  -1.7768  -2.2365  2.6315
N  -1.9304  0.6141  -0.3932
H  -1.6563  1.3281  0.2862
H  -1.1210  -0.0082  -0.3702
H  -1.9954  1.1138  -1.2787
H  -4.0131  -0.5272  -1.9162
H  -4.5183  -1.6272  -0.7384
H  -2.7986  -1.7031  -1.2783
H  -3.8715  0.8465  0.0363
H  -4.0056  -0.8956  1.8695
H  -2.5059  0.0656  1.9928
H  -2.6469  -2.4767  3.2410
H  -1.0783  -1.6043  3.1844
H  -1.1833  -3.1464  2.5446
N  -1.0394  -4.8997  6.1389
O  -0.9355  -4.9085  4.8944
O  -2.1239  -4.4937  6.6689
O  -0.1100  -5.1130  6.9058
C  4.8081  -6.3157  11.7074
O  4.3944  -5.8739  10.3701
O  6.0403  -5.9075  11.9524
C  3.6740  -6.1107  12.8001
F  2.5137  -6.7330  12.5369
F  3.9908  -6.4753  14.0756
F  3.3308  -4.7840  12.8906
C  3.1262  -6.1258  9.8725
C  3.1038  -5.9004  8.3338
H  3.4954  -4.8952  8.1610
H  3.9087  -6.5310  7.9514
H  2.0954  -6.0723  7.9664
H  2.2576  -5.5547  10.2308
H  2.8682  -7.1732  10.0803
H  4.6808  -7.4099  11.5714

Calculated atomic charges, method Mulliken, unit e: -1.353 0.198 -0.384 -0.401 -0.735 -0.224 0.397 0.389 0.175 0.372 0.274 0.441 0.326 0.416 0.148 0.332 0.327 0.255 -1.283 0.105 -0.831 -0.364 -0.700 -0.259 0.376 0.347 0.350 0.369 0.356 0.431 0.300 0.375 0.467 0.297 0.345 0.299 -1.431 0.756 -0.734 -0.321 -0.821 -0.005 0.444 0.242 0.460 0.243 0.451 0.419 -0.177 0.364 0.474 0.300 0.351 0.247 -1.269 0.059 -0.650 -0.302 -0.792 -0.360 0.353 0.345 0.357 0.431 0.356 0.361 0.396 0.430 0.395 0.316 0.314 0.246 0.917 -0.597 -0.919 -0.600 -0.069 -0.301 -0.815 0.768 -0.262 -0.287 -0.298 0.037 -1.194 0.294 0.385 0.313 0.034 0.269 0.144